# 1
Entry from the OMol25 dataset: a 5-piece molecular cluster, C3H14NO4 overall (wB97M-V/def2-TZVPD).

E_HOMO = -0.5159 hartree
LUMO level = -4.284 eV
Maximum force = 1.6 eV Å⁻¹
Net charge = +1
E = -13010.496 eV
ΔE to the lowest compared entry with this formula, charge and spin = 2.1329 eV

```
22
Properties=species:S:1:pos:R:3:forces:R:3
C -0.267 -0.889 -1.440 0.24 0.44 -0.98
C -0.989 -0.954 -2.545 1.05 -0.71 -0.38
C -0.497 1.441 -0.913 -0.15 0.20 -1.21
N -0.203 0.246 -0.590 -1.13 -0.01 1.13
H 0.395 -1.686 -1.167 -0.16 -0.24 0.46
H -1.520 -0.193 -3.072 -0.63 0.49 0.33
H -0.864 -1.878 -3.091 -0.18 -0.04 -0.11
H -0.665 2.265 -0.229 0.47 -0.38 0.47
H -0.628 1.702 -1.972 -0.14 -0.42 0.53
H 0.013 -0.016 0.386 0.01 0.36 -0.15
H 2.255 -0.869 1.104 0.07 -0.18 -0.04
H 1.663 -0.476 2.444 -0.21 0.13 0.15
O 1.414 -0.717 1.545 0.05 0.12 -0.10
H 2.122 0.703 -2.113 0.21 -0.06 -0.12
H 2.378 1.822 -1.084 0.18 0.00 -0.17
O 1.811 1.563 -1.818 0.27 0.39 0.01
H -0.735 2.085 3.342 0.17 -0.24 -0.23
H -0.854 0.967 4.309 0.09 -0.34 -0.11
O -0.560 1.133 3.403 -0.22 0.51 0.28
H -2.119 -2.429 0.981 0.20 0.08 0.08
H -0.932 -1.711 1.675 -0.12 -0.25 0.10
O -1.218 -2.109 0.844 -0.09 0.14 0.05
```
Positions in Å, forces in eV/Å.

# 2
Entry from the OMol25 dataset: a 4-piece molecular cluster, C3H14O3S overall (wB97M-V/def2-TZVPD).

Spin multiplicity = 2
E_HOMO (alpha / beta) = 0.0281 / -0.2515 hartree
LUMO level (alpha / beta) = 2.317 / 2.283 eV
Maximum force = 5.0 eV Å⁻¹
Net charge = -1
E = -20314.082 eV
ΔE to the lowest compared entry with this formula, charge and spin = 0.9847 eV

```
21
Properties=species:S:1:pos:R:3:forces:R:3
C -0.001 2.124 2.016 0.84 0.31 2.35
C -1.254 1.597 2.730 0.29 -1.79 -1.05
C -1.174 0.049 3.145 -2.81 1.18 -3.94
S -2.879 -0.427 3.809 1.74 -1.21 1.72
H -0.144 3.176 1.755 0.09 -0.20 -0.09
H 0.282 1.562 1.177 0.10 -0.71 -1.43
H 0.907 2.059 2.718 -1.28 0.23 -0.80
H -1.384 2.173 3.584 -0.57 1.14 1.65
H -2.162 1.718 2.056 1.03 -0.25 0.88
H -0.373 -0.402 3.663 0.88 0.13 0.89
H -1.188 -0.355 2.076 0.31 -0.29 1.57
H -2.457 -1.305 4.899 -0.63 1.45 -1.82
H 1.867 -3.406 -6.073 0.08 0.55 0.20
H 1.260 -2.022 -6.387 0.56 -0.29 0.57
O 1.948 -2.454 -5.800 -0.59 -0.25 -0.48
H 3.214 -1.132 -3.034 -1.61 -0.78 0.23
H 2.091 -2.152 -3.509 0.40 1.23 0.82
O 2.325 -1.508 -2.765 1.07 -0.33 -1.25
H 0.400 0.512 -2.251 -0.90 0.10 0.43
H -0.778 -0.357 -1.968 -0.26 -0.38 -0.03
O -0.501 0.550 -1.843 1.25 0.17 -0.42
```
Positions in Å, forces in eV/Å.

# 3
Entry from the OMol25 dataset: a 5-piece molecular cluster, C3H14O4 overall (wB97M-V/def2-TZVPD).

E_HOMO = -0.3375 hartree
LUMO level = 0.252 eV
Maximum force = 2.1 eV Å⁻¹
Net charge = 0
SMILES = C=CC.O.O.O.O
E = -11526.499 eV
ΔE to the lowest compared entry with this formula, charge and spin = 2.1092 eV

```
21
Properties=species:S:1:pos:R:3:forces:R:3
C -1.681 0.616 1.484 0.49 1.08 -0.10
C -2.079 -0.800 1.731 0.56 -0.61 -0.52
C -1.300 -1.756 2.258 -0.43 0.84 0.09
H -0.726 0.743 0.975 0.02 -0.35 -0.10
H -1.570 1.192 2.419 -0.14 -0.40 -0.08
H -2.387 1.202 0.893 -0.21 -0.35 -0.01
H -3.028 -1.082 1.287 -0.51 0.00 0.87
H -1.740 -2.634 2.713 0.10 -0.45 -0.72
H -0.227 -1.627 2.355 -0.12 0.25 0.61
H 0.805 2.295 -2.741 -0.07 -1.07 0.12
H 0.512 3.626 -3.346 0.32 0.01 0.54
O 0.966 3.214 -2.588 -0.27 1.00 -0.60
H 1.010 -1.448 -3.565 -0.68 -0.75 -0.79
H 1.360 0.037 -4.061 -0.23 -0.84 -0.10
O 1.415 -0.626 -3.361 0.93 1.61 0.94
H 1.160 1.073 1.673 -0.94 -0.61 1.09
H 2.079 0.876 0.730 1.16 -0.73 -1.14
O 1.567 0.287 1.285 -0.01 1.57 0.22
H 1.678 -1.507 -0.681 0.02 -0.07 -0.11
H 0.924 -1.550 0.615 0.07 -0.06 -0.08
O 1.262 -2.130 -0.076 -0.06 -0.08 -0.13
```
Positions in Å, forces in eV/Å.